No. 1
Density functional theory data (wB97M-V/def2-TZVPD) for a cluster of 2 separate species, C5H16N2O in total in a non-equilibrium geometry.

Each line ends with the natural charge from an NBO analysis.
Atoms and positions in Å:
C 1.415 -1.655 1.631  -0.643
C 0.894 -1.347 0.229  -0.034
C 0.627 0.139 -0.039  -0.513
C -0.743 0.538 -0.533  0.120
C -1.053 0.740 -1.798  -0.323
N -1.805 0.595 0.497  -0.702
N 1.932 -1.879 -0.756  -0.678
H 2.060 -2.524 1.699  0.250
H 0.548 -1.769 2.287  0.252
H 1.981 -0.821 2.040  0.244
H 0.009 -1.938 0.012  0.228
H 1.410 0.689 -0.567  0.278
H 0.768 0.696 0.900  0.263
H -1.931 1.210 -2.234  0.252
H -0.280 0.628 -2.547  0.236
H -1.841 -0.248 1.067  0.440
H -1.689 1.416 1.109  0.484
H -2.698 0.804 0.034  0.472
H 1.703 -1.716 -1.749  0.446
H 2.852 -1.414 -0.708  0.454
H 2.012 -2.898 -0.658  0.461
H -1.753 3.445 -0.698  0.495
H -2.406 4.056 0.572  0.519
O -2.013 3.250 0.208  -1.001

Output
E_HOMO: -18.599 eV
total charge: +2
lowest unoccupied orbital energy: -6.605 eV

No. 2
Density functional theory data (wB97M-V/def2-TZVPD) for a cluster of 3 separate species, C6H12Cl6 in total in a non-equilibrium geometry.

Each line ends with the natural charge from an NBO analysis.
Atoms and positions in Å:
Cl -0.775 -5.520 3.268  -0.064
C -0.415 -4.311 2.000  -0.383
C 0.449 -4.922 0.931  -0.373
Cl 0.968 -3.612 -0.174  -0.079
H 0.058 -3.441 2.446  0.227
H -1.387 -4.022 1.608  0.225
H -0.078 -5.617 0.282  0.223
H 1.300 -5.459 1.345  0.225
Cl -0.164 1.560 -2.814  -0.057
C 1.128 1.121 -1.692  -0.405
C 0.832 -0.152 -0.920  -0.383
Cl -0.437 0.156 0.299  -0.063
H 1.352 1.924 -0.995  0.232
H 1.992 0.968 -2.338  0.226
H 1.689 -0.400 -0.294  0.228
H 0.616 -1.036 -1.511  0.229
Cl 0.961 4.276 0.763  -0.059
C -0.328 4.564 -0.416  -0.394
C -1.524 3.648 -0.218  -0.389
Cl -2.290 3.919 1.381  -0.074
H 0.096 4.344 -1.395  0.224
H -0.582 5.618 -0.354  0.223
H -1.181 2.614 -0.216  0.234
H -2.280 3.778 -0.985  0.227

Output
SMILES string: ClCCCl.ClCCCl.ClCCCl
E_HOMO: -10.569 eV
total charge: 0
lowest unoccupied orbital energy: 0.568 eV

No. 3
Density functional theory data (wB97M-V/def2-TZVPD) for an isolated molecule of C5H10O.

Each line ends with the natural charge from an NBO analysis.
Atoms and positions in Å:
C -1.825 0.320 -0.774  -0.279
O -0.744 -0.490 -0.332  -0.541
C -0.338 -0.354 1.180  -0.148
C 1.066 -0.620 1.210  -0.454
C 1.844 0.248 0.238  -0.507
C 1.075 -0.121 -0.961  -0.037
H -1.668 1.377 -0.509  0.172
H -1.906 0.223 -1.860  0.197
H -2.761 -0.025 -0.320  0.196
H -0.634 0.688 1.388  0.165
H -0.962 -1.052 1.742  0.212
H 1.375 -1.661 1.283  0.190
H 2.888 -0.073 0.174  0.237
H 1.806 1.322 0.461  0.206
H 0.629 0.614 -1.632  0.185
H 1.283 -1.085 -1.409  0.207

Output
E_HOMO: -6.553 eV
total charge: 0
lowest unoccupied orbital energy: 0.766 eV

> Which value of total charge does entry 3 give?

0

Repeat the third record exactly.
Density functional theory data (wB97M-V/def2-TZVPD) for an isolated molecule of C5H10O.

Each line ends with the natural charge from an NBO analysis.
Atoms and positions in Å:
C -1.825 0.320 -0.774  -0.279
O -0.744 -0.490 -0.332  -0.541
C -0.338 -0.354 1.180  -0.148
C 1.066 -0.620 1.210  -0.454
C 1.844 0.248 0.238  -0.507
C 1.075 -0.121 -0.961  -0.037
H -1.668 1.377 -0.509  0.172
H -1.906 0.223 -1.860  0.197
H -2.761 -0.025 -0.320  0.196
H -0.634 0.688 1.388  0.165
H -0.962 -1.052 1.742  0.212
H 1.375 -1.661 1.283  0.190
H 2.888 -0.073 0.174  0.237
H 1.806 1.322 0.461  0.206
H 0.629 0.614 -1.632  0.185
H 1.283 -1.085 -1.409  0.207

Output
E_HOMO: -6.553 eV
total charge: 0
lowest unoccupied orbital energy: 0.766 eV

> Among the records above, which one has the highest lowest unoccupied orbital energy?

C5H10O

> Which formula does entry 3 have?

C5H10O